C29H29N3O7 in the gas phase, computed with wB97M-V/def2-TZVPD.

Calculated values
Charge ... 0
SMILES ... CC(=O)Oc1ccc(C(=O)Nc2cc(NC(=O)c3ccc(OC(C)=O)cc3)cc(C(=O)NC(C)(C)C)c2)cc1
Frontier orbital gap ... 8.86 eV
F_max ... 0.69 eV/Å
Energy above the lowest of the compared OMol25 structures with the same formula, charge and spin ... 0.0 kJ/mol

Geometry as XYZ:
```
68
Properties=species:S:1:pos:R:3:forces:R:3
O -2.56633 1.10396 -1.38140 -0.008 0.048 -0.275
O -2.33684 -5.41637 2.20409 -0.052 0.089 0.044
O -3.69363 -3.66951 2.66754 -0.137 0.548 0.211
O 7.15036 2.25703 -4.98165 0.047 -0.489 0.306
O 4.23195 1.39295 0.56249 0.053 -0.056 0.148
O 0.18262 0.31351 5.80128 -0.084 -0.001 0.152
O 6.38119 4.21195 -5.81895 0.040 -0.107 0.062
N 0.65374 0.88423 3.68075 0.509 0.339 0.123
N -3.28078 0.03860 0.49237 -0.136 -0.118 0.299
N 2.40905 1.33138 -0.81105 -0.090 0.054 -0.418
C 0.07743 0.98166 -0.44473 -0.031 -0.031 0.054
C 8.24173 3.09742 -6.86203 -0.153 0.066 0.024
C -4.69446 -5.55575 1.73226 0.156 -0.030 0.057
C 3.74339 1.47122 -0.54534 -0.061 0.004 -0.178
C 5.89270 1.24863 -1.73764 -0.205 0.042 0.040
C -3.12254 -1.92407 4.13961 -0.096 -0.286 -0.245
C 4.12353 2.40336 -2.87660 0.124 -0.196 0.186
C -0.54904 -1.79630 3.11999 -0.167 0.069 0.235
C 1.35675 1.14065 0.08205 -0.383 -0.027 0.368
C -0.95523 -0.88794 4.09166 -0.100 -0.365 0.226
C 1.53820 1.09957 1.46000 0.019 -0.014 0.203
C -1.01804 0.82820 0.39214 0.468 0.143 0.056
C -3.42309 -4.91175 2.21489 0.036 -0.636 -0.205
C 6.25652 2.13959 -3.93272 -0.279 0.058 0.375
C -4.63201 -1.20832 -1.11650 0.030 0.162 0.113
C -4.65511 -0.25083 0.07855 -0.262 0.042 -0.238
C 4.57768 1.70979 -1.75958 0.255 0.092 -0.131
C 6.72535 1.45195 -2.81630 0.024 0.151 -0.315
C -2.71636 -2.80730 3.14400 0.231 0.183 0.166
C 7.13920 3.28403 -5.85517 0.098 0.501 -0.453
C -2.36093 0.68066 -0.25855 0.088 -0.078 0.231
C 4.95370 2.61895 -3.96235 0.087 0.053 -0.318
C -5.35761 1.05536 -0.29855 0.130 -0.110 -0.022
C -2.23989 -0.97635 4.61771 0.289 0.097 -0.072
C -1.42407 -2.75325 2.63913 -0.058 -0.178 -0.154
C -0.84206 0.84294 1.76975 0.058 0.161 -0.139
C -5.36203 -0.89974 1.26760 0.182 0.124 -0.187
C -0.01395 0.14776 4.61678 -0.056 -0.090 0.035
C 0.44170 0.93415 2.29921 -0.242 0.062 -0.639
H 1.42443 1.43324 4.04232 -0.159 -0.101 0.067
H -4.10849 -0.74175 -1.94605 0.022 -0.005 -0.096
H -4.11751 -2.13043 -0.85227 0.035 -0.120 0.038
H 2.52877 1.19532 1.87260 0.045 -0.038 0.028
H -6.38191 0.85451 -0.59981 -0.153 -0.039 -0.014
H -1.68764 0.81749 2.43803 -0.071 0.003 -0.005
H -6.39951 -1.10139 1.01513 -0.100 -0.019 -0.040
H 6.24432 0.73070 -0.85860 0.040 -0.030 0.069
H -5.47540 -5.43986 2.47891 -0.071 0.018 0.016
H -5.64490 -1.44689 -1.42879 -0.149 -0.049 -0.042
H 8.13870 3.83188 -7.65454 -0.023 0.008 0.024
H -0.09123 0.99256 -1.51149 -0.026 0.021 -0.128
H -5.34239 -0.23643 2.13004 -0.017 0.080 0.123
H 9.20117 3.22991 -6.36639 0.068 -0.026 0.033
H 8.20574 2.09015 -7.26822 0.039 -0.062 -0.023
H 2.13094 1.34979 -1.78241 0.158 -0.038 0.166
H -1.10128 -3.45153 1.88499 0.002 -0.029 -0.009
H -2.54053 -0.29069 5.39508 -0.031 0.058 0.086
H -4.12774 -1.99509 4.52448 -0.116 -0.010 0.034
H 4.59192 3.16627 -4.81685 0.015 0.013 0.007
H -4.83396 1.53143 -1.12178 -0.039 0.060 -0.047
H -4.51499 -6.60696 1.53074 0.031 0.010 -0.003
H -5.36704 1.73633 0.54956 -0.032 0.071 0.106
H -4.88665 -1.83947 1.53792 0.037 -0.124 0.040
H -5.02057 -5.06068 0.81952 -0.045 0.052 -0.049
H 7.74165 1.09095 -2.81381 0.109 -0.044 -0.002
H -2.98217 -0.37800 1.35941 0.111 -0.010 -0.015
H 3.12564 2.81699 -2.90546 -0.085 0.038 -0.004
H 0.45785 -1.76036 2.73302 0.083 0.035 -0.085
```
Forces are in eV/Å.

=====

C6H9N in the gas phase, computed with wB97M-V/def2-TZVPD.

Calculated values
Charge ... 0
SMILES ... Cc1cc[nH]c1C
Frontier orbital gap ... 8.87 eV
F_max ... 0.18 eV/Å
Energy above the lowest of the compared OMol25 structures with the same formula, charge and spin ... 6.5 kJ/mol

Geometry as XYZ:
```
16
Properties=species:S:1:pos:R:3:forces:R:3
N -0.31368 -1.30307 -1.02318 0.012 0.012 -0.031
C -0.14114 0.08957 0.69710 0.033 0.017 -0.104
C 0.83239 0.84256 -1.60755 0.016 0.074 -0.035
C -0.83424 -1.08759 1.11425 -0.023 -0.053 0.024
C -0.92500 -1.92499 0.03363 -0.042 -0.023 0.045
C 0.19008 1.28259 1.54709 0.009 0.063 0.023
C 0.16775 -0.07612 -0.63378 -0.026 0.033 0.036
H 1.12920 1.14983 2.09872 -0.142 -0.007 -0.068
H 0.10956 1.26986 -2.31313 0.089 -0.044 0.062
H 0.29078 2.19080 0.94300 -0.011 -0.141 0.088
H -0.23383 -1.68015 -1.95281 -0.016 0.044 0.136
H 1.30916 1.67413 -1.08227 -0.066 -0.137 -0.067
H -1.37632 -2.90154 -0.07633 0.088 0.158 0.039
H 1.60835 0.33633 -2.19364 -0.096 0.033 0.111
H -0.59866 1.47083 2.28263 0.102 -0.046 -0.094
H -1.22749 -1.28351 2.10440 0.071 0.019 -0.164
```
Forces are in eV/Å.

=====

A 2-piece molecular cluster, C4H10N2O2 overall at a distorted geometry, computed with wB97M-V/def2-TZVPD.

Calculated values
Charge ... 0
Frontier orbital gap ... 8.77 eV
F_max ... 3.09 eV/Å
Energy above the lowest of the compared OMol25 structures with the same formula, charge and spin ... 646.1 kJ/mol

Geometry as XYZ:
```
18
Properties=species:S:1:pos:R:3:forces:R:3
O 2.52397 0.03942 -1.05511 0.286 -0.709 -1.576
O 2.34472 1.26661 0.69830 0.378 -0.335 0.189
N 2.05772 0.21540 0.05074 0.247 0.293 3.061
N -1.42306 0.08513 -0.48048 -1.815 -0.806 0.006
C 1.12325 -0.62068 0.64684 0.718 -0.209 -2.641
C -0.26675 0.64814 -0.70092 1.580 1.538 1.033
C 1.06970 -2.05878 0.17317 -2.312 1.433 -0.929
C -0.03015 2.04383 -0.21257 -0.885 -0.966 2.646
H 0.78351 -0.36087 1.61262 0.119 0.462 0.817
H -1.64720 -0.86127 -0.74230 0.283 -0.029 -0.122
H -0.07481 -2.21796 -0.09535 2.130 -0.412 0.546
H -0.85032 2.50774 0.40344 0.336 -1.024 -0.369
H 0.09355 2.76220 -0.96693 0.894 0.616 -1.292
H -1.87730 0.40398 0.35335 -0.500 0.136 0.081
H 0.40344 0.38147 -1.48927 -0.157 -0.672 -0.772
H 1.41466 -2.74436 0.93656 -0.202 -0.257 0.072
H 0.88840 1.91292 0.48082 -0.875 1.051 -1.076
H 1.65894 -2.14928 -0.74902 -0.227 -0.109 0.326
```
Forces are in eV/Å.

=====

A 9-piece molecular cluster, C22H62N2O9 overall at a distorted geometry, computed with wB97M-V/def2-TZVPD.

Calculated values
Charge ... 0
SMILES ... NC(N)=O.CC(C)O.CC(C)O.CC(C)O.CC(C)O.CC(C)O.CC(C)O.CC(C)O.O
Frontier orbital gap ... 9.93 eV
F_max ... 2.60 eV/Å
Energy above the lowest of the compared OMol25 structures with the same formula, charge and spin ... 161.8 kJ/mol

Geometry as XYZ:
```
95
Properties=species:S:1:pos:R:3:forces:R:3
O -23.44246 7.11738 -8.39056 -0.203 0.029 -0.087
O -17.91525 6.14759 -13.20431 0.287 -0.010 0.002
O -19.69366 1.25870 -16.29183 -0.284 -0.306 0.999
O -20.28330 12.30078 -11.58317 -0.175 -0.046 1.329
O -25.62236 9.88513 -17.03171 0.460 0.099 0.046
O -21.87555 5.44558 -13.42902 -0.172 1.023 -0.305
O -24.82615 6.02970 -10.67929 0.068 -0.026 -0.124
O -19.03018 8.82284 -15.76215 -0.835 -0.378 0.391
O -24.66427 5.05577 -13.70286 -0.386 0.417 0.427
N -20.58679 6.73742 -14.75523 0.774 0.225 -0.383
N -22.16621 7.71679 -13.41710 -0.622 -1.226 0.595
C -23.50529 9.49434 -8.59999 -0.039 1.700 -0.132
C -24.97215 3.67401 -13.85517 0.932 -0.252 0.118
C -21.54539 6.58142 -13.83405 -0.089 -0.620 -0.194
C -24.13803 2.80761 -12.90724 0.186 0.293 0.653
C -21.76631 8.14843 -9.80679 1.059 -0.167 -0.316
C -25.87885 8.47594 -17.02055 -1.047 0.087 0.703
C -19.69604 10.43116 -12.94199 0.035 -0.590 -1.076
C -17.76448 2.63134 -15.95696 0.808 2.442 0.402
C -24.69197 3.32209 -15.30831 -0.670 -0.536 0.025
C -20.55736 9.17305 -17.56196 -0.788 -0.229 -0.369
C -19.21345 9.53251 -16.98166 0.631 -0.011 -0.866
C -17.99756 6.66454 -10.84700 0.815 -0.302 0.257
C -18.57242 12.70654 -13.18553 0.951 -1.426 -0.855
C -19.23617 2.47601 -15.68919 0.114 0.045 -0.815
C -17.57995 5.63654 -11.91452 -1.696 -0.108 0.499
C -18.41291 4.37353 -11.65856 -0.508 -0.389 0.355
C -20.08764 3.58674 -16.29031 -0.235 -0.160 -0.537
C -18.99276 11.03345 -16.85984 0.278 -0.012 0.849
C -27.21296 8.26452 -16.29670 -0.425 -0.746 0.109
C -24.69429 7.82150 -16.33538 0.306 -0.172 -0.153
C -22.61805 8.26197 -8.56275 -0.775 -0.154 0.080
C -19.18880 11.66974 -12.21949 -0.783 0.907 -1.023
H -16.52051 5.39221 -11.89765 0.096 0.310 -0.072
H -19.89346 3.61327 -17.36847 0.158 0.327 0.041
H -25.96195 8.15917 -18.06392 0.036 -0.322 0.035
H -23.03763 10.48303 -8.73465 0.871 -0.461 0.036
H -27.18986 8.59434 -15.25665 0.290 0.243 -0.076
H -18.46798 11.37131 -11.45841 -0.227 0.118 0.212
H -18.64146 11.51631 -17.76907 -0.078 -0.226 -0.159
H -21.84740 8.64938 -13.57272 -0.067 0.159 -0.156
H -20.83407 8.69743 -9.63198 -0.203 0.383 -0.420
H -22.98118 7.47552 -12.87128 0.088 0.765 0.234
H -17.51454 12.51724 -13.41208 0.045 -0.109 0.456
H -22.01775 8.29774 -7.64907 0.200 -0.034 -0.235
H -19.86589 11.58135 -16.50035 -0.113 -0.169 -0.011
H -17.46268 3.52360 -15.37925 0.048 -0.164 0.137
H -22.27192 8.46666 -10.72130 -0.044 0.469 0.212
H -17.58595 6.32998 -9.89100 -0.014 0.246 0.080
H -20.80349 8.10994 -17.51023 0.304 -0.037 0.254
H -19.49862 1.31637 -17.23188 0.067 0.057 0.002
H -19.00031 12.50515 -14.17328 -0.471 0.723 0.072
H -27.53668 7.21990 -16.23968 0.373 -0.104 -0.183
H -18.42947 4.03329 -10.61792 0.596 0.108 0.025
H -19.33791 2.53215 -14.60169 -0.555 -0.970 -0.082
H -24.62563 1.87067 -12.63274 0.107 -0.215 -0.563
H -25.31339 3.91934 -15.97574 0.123 0.153 -0.001
H -23.70901 5.20350 -13.83688 -0.026 -0.369 0.191
H -24.17007 9.52984 -9.47052 -0.325 -0.682 0.251
H -18.85201 6.37298 -13.12783 0.020 0.000 -0.394
H -17.07482 1.86348 -15.62118 -0.398 -0.479 -0.221
H -20.17917 7.62074 -15.06958 -0.304 -0.240 0.105
H -19.47973 4.58200 -11.80609 0.095 0.207 -0.419
H -24.32451 5.56483 -11.36665 -0.170 0.095 -0.009
H -26.00823 3.51814 -13.54928 -0.168 0.390 -0.395
H -24.92167 2.27474 -15.52585 0.142 -0.011 0.066
H -25.74581 5.82372 -10.87508 0.063 0.037 -0.069
H -18.20872 11.15732 -16.10475 0.079 0.290 -0.141
H -18.44564 9.13366 -17.65713 -0.024 0.135 -0.069
H -26.44300 10.33469 -17.24891 -0.024 0.011 -0.036
H -20.24427 5.89788 -15.18788 0.072 0.256 0.342
H -21.39343 9.70956 -17.10509 0.155 0.061 0.188
H -17.53679 3.01190 -16.95974 -0.119 -0.753 -0.270
H -20.44010 10.55614 -13.74433 -0.104 1.041 0.275
H -24.03886 9.67245 -7.66501 -0.357 -0.609 -0.115
H -21.14766 3.34288 -16.21727 0.023 -0.140 0.308
H -18.62798 13.73977 -12.86236 -0.400 -0.030 0.104
H -18.42906 9.19543 -15.11552 0.304 0.369 -0.418
H -20.17859 9.68436 -12.31063 0.572 -0.019 0.430
H -20.59978 9.39596 -18.63065 0.196 0.245 0.052
H -20.89261 12.69351 -12.21232 0.165 -0.101 -0.322
H -24.64648 6.73088 -16.30183 -0.518 -0.048 -0.578
H -23.63481 3.49871 -15.50951 0.000 0.028 -0.081
H -19.07912 6.71983 -10.70832 -0.064 -0.158 -0.282
H -17.63769 7.67008 -11.06680 0.155 -0.059 -0.035
H -24.06152 7.07975 -9.14041 0.213 -0.292 0.163
H -23.12546 2.66110 -13.28674 -0.071 -0.252 -0.079
H -24.62425 8.05488 -15.27183 0.046 0.643 -0.142
H -19.96744 4.57357 -15.85921 0.469 -0.332 -0.147
H -18.90344 10.00211 -13.55597 0.363 -0.368 0.669
H -18.16059 3.51245 -12.27837 0.184 0.157 -0.131
H -28.05988 8.75799 -16.78261 0.229 0.271 -0.145
H -23.83172 8.16483 -16.90918 0.329 0.006 0.457
H -24.01146 3.28602 -11.92990 -0.094 0.304 -0.153
H -21.41702 7.14563 -10.07202 -0.311 -0.251 0.609
```
Forces are in eV/Å.

=====

- The lowest energy above the lowest of the compared OMol25 structures with the same formula, charge and spin belongs to which entry?
  C29H29N3O7

=====

- Among the records above, which one has the lowest frontier orbital gap?
  C4H10N2O2

=====

- Which value of frontier orbital gap does entry 3 give?
  8.77 eV